#P
{
  "formula": "C5H12N4",
  "method": "ωB97M-V/def2-TZVPD",
  "symbols": ["N", "N", "N", "N", "C", "C", "C", "C", "C", "H", "H", "H", "H", "H", "H", "H", "H", "H", "H", "H", "H"],
  "xyz": [[2.5606, -0.8912, -0.3125], [1.2922, -1.0621, -0.4793], [2.9683, 0.3158, -0.2091], [2.2387, 1.3960, -0.3405], [-1.0729, -0.6598, -0.4832], [-1.5457, 0.6762, -1.1763], [0.3496, -0.3453, 0.0297], [0.3999, 0.2988, 1.4388], [-2.1139, -1.2372, 0.4066], [-2.5414, 0.4252, -1.6813], [-1.9092, -2.2184, 0.8151], [-1.8175, 1.5173, -0.5672], [-2.3452, -0.5506, 1.2763], [0.8566, 1.2521, 1.4638], [-0.5464, 0.4349, 1.9166], [-2.9972, -1.0385, -0.0574], [3.9735, 0.3046, -0.3805], [0.9772, -0.3878, 1.9758], [-0.8734, -1.3438, -1.2601], [-0.7273, 0.8655, -1.8918], [2.8735, 2.2481, -0.4837]],
  "mulliken_charge": [-1.0583, 0.1042, 0.5659, -0.7345, 0.4615, -1.3046, 0.7327, -1.4261, -1.5180, 0.3467, 0.3496, 0.3156, 0.2976, 0.3991, 0.4048, 0.4656, 0.2831, 0.4280, 0.2919, 0.3956, 0.1997]
}

=====

#Q
{
  "formula": "C5H12N4",
  "method": "ωB97M-V/def2-TZVPD",
  "symbols": ["N", "N", "N", "N", "C", "C", "C", "C", "C", "H", "H", "H", "H", "H", "H", "H", "H", "H", "H", "H", "H"],
  "xyz": [[0.8212, 1.0295, 1.4394], [1.1246, -1.4621, -1.0945], [2.6380, 0.5127, 0.0244], [0.4997, -0.7111, -0.0792], [-0.4880, 1.1280, 1.7654], [1.2958, 0.3433, 0.4169], [-1.4485, 0.0407, -1.4406], [-0.9485, -0.5672, -0.1199], [-1.4769, 0.2015, 1.1137], [0.6565, -1.3582, -1.9924], [-2.5295, 0.0930, -1.4331], [2.7354, 1.2100, -0.7235], [-1.0475, 1.0443, -1.5730], [-2.3477, 0.7689, 0.8120], [-1.3483, -1.5943, -0.0746], [1.1125, -2.4397, -0.8353], [1.4680, 1.6756, 1.8724], [-1.8240, -0.5569, 1.8513], [-0.7322, 1.5802, 2.7010], [-1.1616, -0.5702, -2.2996], [3.0009, -0.3679, -0.3309]],
  "mulliken_charge": [0.0054, -0.7780, -0.6321, 0.2704, -0.7068, 0.1448, -1.4473, 0.1380, -0.5053, 0.2282, 0.4263, 0.2249, 0.2907, 0.3008, 0.1671, 0.2204, 0.2816, 0.2801, 0.3440, 0.4182, 0.3283]
}

=====

In hartree, relative to the most stable structure: #P 0.0587; #Q 0.0000.

=====

#P
{
  "formula": "C5H12NO",
  "method": "ωB97M-V/def2-TZVPD",
  "s2": 0.753,
  "spin_multiplicity": 2,
  "symbols": ["O", "N", "C", "C", "C", "C", "C", "H", "H", "H", "H", "H", "H", "H", "H", "H", "H", "H", "H"],
  "xyz": [[0.8227, 0.7389, 1.1599], [-1.8277, 0.4019, 0.9275], [-1.0397, -0.8929, -0.9326], [2.0633, 0.4308, 0.9436], [-2.0757, -0.2893, -0.3594], [-1.1853, -1.8118, -2.0993], [3.1063, 1.3249, 0.3147], [-0.4657, -1.6330, -2.9018], [-0.9710, -2.7950, -1.6831], [-0.7928, 0.5392, 0.9614], [2.4161, -0.5110, 1.4119], [-3.0433, -0.2187, -0.8228], [-2.2045, -0.1453, 1.6933], [-2.2676, 1.3173, 0.8633], [-2.2013, -1.8082, -2.5010], [4.0154, 1.2078, 0.9257], [2.8433, 2.3800, 0.2975], [-0.0673, -0.8746, -0.4676], [3.2699, 1.0469, -0.7391]],
  "mulliken_charge": [-0.8493, -0.1146, -0.0783, -0.3959, -0.2861, -1.1618, -0.8084, 0.3219, 0.2758, 0.3163, 0.3892, 0.3354, 0.3599, 0.3873, 0.3270, 0.2207, 0.2933, 0.2864, 0.1814]
}

=====

#Q
{
  "formula": "C5H12NO",
  "method": "ωB97M-V/def2-TZVPD",
  "s2": 0.754,
  "spin_multiplicity": 2,
  "symbols": ["O", "N", "C", "C", "C", "C", "C", "H", "H", "H", "H", "H", "H", "H", "H", "H", "H", "H", "H"],
  "xyz": [[-2.5607, -0.6625, 0.2697], [0.3127, -0.0374, 0.0001], [1.6145, 0.5925, -0.2844], [0.2673, -0.4701, 1.3718], [-0.7860, 0.8165, -0.4276], [-1.9804, -0.0505, -0.8214], [2.8316, -0.3056, -0.2373], [3.7796, 0.2360, -0.2552], [-0.4423, 1.3626, -1.3046], [-0.6752, -0.9394, 1.6539], [-2.7087, 0.5719, -1.3582], [0.3351, 0.3915, 2.0609], [2.8452, -1.0283, -1.0467], [1.7177, 1.3992, 0.4651], [2.8568, -0.7390, 0.7664], [1.5720, 1.1463, -1.2244], [1.0560, -1.1744, 1.6142], [-1.6764, -0.8172, -1.5402], [-1.0828, 1.5939, 0.2918]],
  "mulliken_charge": [-0.3457, 0.0137, -0.4642, -1.0413, -0.5646, -0.4763, -1.1895, 0.3856, 0.4090, 0.3074, 0.3672, 0.3714, 0.2804, 0.3228, 0.3158, 0.3813, 0.3016, 0.3007, 0.3245]
}

=====

In hartree, relative to the most stable structure: #P 0.0451; #Q 0.0000.

=====

#P
{
  "formula": "C3H3BrF2",
  "method": "ωB97M-V/def2-TZVPD",
  "symbols": ["Br", "F", "F", "C", "C", "C", "H", "H", "H"],
  "xyz": [[1.9416, -0.9666, -2.3365], [1.2619, 1.2160, 1.1720], [-0.6018, -1.4958, -1.6751], [0.1128, 0.8796, 0.6975], [0.6143, -1.3368, -1.0916], [-1.0763, 1.2829, 0.9939], [-1.1558, 1.6786, 1.9813], [-1.9149, 0.8452, 0.6837], [0.8182, -2.1032, -0.4252]],
  "mulliken_charge": [-0.0498, -0.1885, -0.1808, 0.2745, -0.0980, -0.6771, 0.2633, 0.3144, 0.3420]
}

=====

#Q
{
  "formula": "C3H3BrF2",
  "method": "ωB97M-V/def2-TZVPD",
  "symbols": ["Br", "F", "F", "C", "C", "C", "H", "H", "H"],
  "xyz": [[3.0278, 0.7954, -0.0040], [3.4360, -1.6022, -1.1221], [3.3213, -1.6157, 1.1130], [-0.1388, -0.6224, 0.0838], [2.7950, -1.1299, -0.0792], [-0.0110, 0.6357, -0.0067], [1.1008, 1.1247, -0.0712], [0.3841, -1.5534, 0.3378], [-0.5296, 1.5543, -0.1594]],
  "mulliken_charge": [-0.1391, -0.1844, -0.1931, -0.0969, 0.2634, -0.2720, -0.0686, 0.3897, 0.3011]
}

=====

In hartree, relative to the most stable structure: #P 0.0000; #Q 0.0289.

=====

#P
{
  "formula": "C4H2O2",
  "method": "ωB97M-V/def2-TZVPD",
  "smiles": "C#CC(=O)C=O",
  "symbols": ["O", "O", "C", "C", "C", "C", "H", "H"],
  "xyz": [[1.8876, 0.4553, 1.2652], [-0.5361, 1.9088, -0.3010], [0.2329, 1.0110, -0.5029], [-0.0267, -0.9349, 0.6586], [0.9010, 0.2040, 0.6328], [-1.0069, -1.3920, 0.1146], [-1.8766, -1.7322, -0.4008], [0.3806, 0.5226, -1.4856]],
  "mulliken_charge": [-0.4656, -0.4103, 0.0198, -0.3479, 0.5125, -0.0461, 0.3764, 0.3611]
}

=====

#Q
{
  "formula": "C4H2O2",
  "method": "ωB97M-V/def2-TZVPD",
  "smiles": "C#CC(=O)C=O",
  "symbols": ["O", "O", "C", "C", "C", "C", "H", "H"],
  "xyz": [[-0.7691, -1.5527, 0.0601], [-0.9074, 1.8977, 0.4542], [1.8818, -0.2348, -0.3896], [-0.3895, 0.8398, 0.1855], [-1.2412, -0.4528, 0.1616], [0.9885, 0.5339, -0.1298], [-2.3249, -0.2640, 0.2545], [2.6485, -0.9429, -0.6126]],
  "mulliken_charge": [-0.4088, -0.4733, 0.0153, 0.3540, 0.0215, -0.2286, 0.3470, 0.3729]
}

=====

In hartree, relative to the most stable structure: #P 0.0171; #Q 0.0000.

=====

#P
{
  "formula": "C5H13NO2",
  "method": "ωB97M-V/def2-TZVPD",
  "s2": 0.755,
  "spin_multiplicity": 2,
  "total_charge": 1,
  "symbols": ["O", "O", "N", "C", "C", "C", "C", "C", "H", "H", "H", "H", "H", "H", "H", "H", "H", "H", "H", "H", "H"],
  "xyz": [[-0.5678, -2.0234, -1.1301], [2.4077, -0.2020, -1.3339], [-0.1029, 1.0621, 0.6936], [-0.5260, 0.6489, 2.0312], [1.3879, 0.8110, -1.1890], [-2.0707, 0.3363, 2.2293], [-0.8418, -0.5835, -1.0503], [0.3227, 0.0876, -0.2943], [0.0864, -0.1409, 2.4208], [1.8501, 1.5863, -0.5723], [-1.8006, -0.4583, -0.5641], [-0.1250, -2.4406, -0.3581], [-0.3849, 1.6411, 2.5005], [-0.8492, 1.6603, 0.3253], [-2.4879, 0.8593, 3.0903], [0.8414, -0.7082, 0.2357], [-0.6982, -0.5629, -2.1352], [1.0046, 0.9025, -2.2080], [3.2476, 0.2325, -1.5644], [-2.1995, -0.7363, 2.3796], [-2.5749, 0.5801, 1.2916]],
  "mulliken_charge": [-0.4772, -0.4983, -0.1114, -0.3244, -0.5989, -0.9353, -0.1669, 0.0071, 0.3810, 0.3866, 0.2192, 0.3085, 0.3656, 0.3582, 0.3237, 0.3319, 0.2331, 0.2758, 0.3212, 0.3175, 0.2828]
}

=====

#Q
{
  "formula": "C5H13NO2",
  "method": "ωB97M-V/def2-TZVPD",
  "s2": 0.757,
  "spin_multiplicity": 2,
  "total_charge": 1,
  "symbols": ["O", "O", "N", "C", "C", "C", "C", "C", "H", "H", "H", "H", "H", "H", "H", "H", "H", "H", "H", "H", "H"],
  "xyz": [[1.4236, -1.8197, -1.1879], [-2.6968, 1.8074, -2.0518], [0.0425, -1.5920, 0.6961], [1.4487, 2.0165, 0.8283], [-1.3583, 0.4602, 0.7099], [1.3644, 0.5727, 0.5192], [0.0990, -0.1501, 1.1341], [0.4961, -2.1852, -0.4385], [0.3393, -3.2252, -0.4717], [2.2641, 2.4858, 0.2173], [1.8499, 2.2530, 1.8526], [-1.6889, 0.4178, -0.2630], [-2.5098, 0.9294, -1.9331], [-2.9643, 2.1527, -1.2827], [-1.2695, 1.6589, 0.8538], [1.2851, 0.1522, -0.5063], [-1.9364, -0.0833, 1.4997], [-0.7686, -2.2046, 1.0957], [0.0999, -0.0372, 2.3176], [2.2691, -0.1094, 0.7812], [0.6187, 2.5678, 0.3655]],
  "mulliken_charge": [-0.1684, -0.5733, -0.0752, -1.3103, -0.8606, -0.3716, 0.1121, 0.1670, 0.4237, 0.3730, 0.3432, 0.0342, 0.2749, 0.3166, 0.3216, 0.3091, 0.3818, 0.3345, 0.2630, 0.3424, 0.3624]
}

=====

#R
{
  "formula": "C5H13NO2",
  "method": "ωB97M-V/def2-TZVPD",
  "s2": 0.757,
  "spin_multiplicity": 2,
  "total_charge": 1,
  "symbols": ["O", "O", "N", "C", "C", "C", "C", "C", "H", "H", "H", "H", "H", "H", "H", "H", "H", "H", "H", "H", "H"],
  "xyz": [[-7.1751, 0.4949, -2.4793], [-1.7485, 0.5261, 1.3076], [1.3676, 1.4222, 1.4719], [-0.6276, 0.2361, 1.5422], [1.0538, -0.6380, -0.1457], [0.4645, 0.6455, 0.5580], [1.9459, -1.5787, 0.7238], [1.9993, -0.1467, -1.3493], [1.7185, 0.4443, -2.1773], [0.0165, 1.1954, -0.2170], [-6.6086, 1.3121, -2.4609], [2.4670, -1.0312, 1.5060], [1.2600, -2.3470, 1.1873], [-0.4875, -0.4997, 2.3284], [0.1525, -1.2176, -0.3440], [2.1881, 1.7336, 0.9261], [2.3791, -1.0804, -1.8941], [2.8229, 0.4692, -0.8114], [2.6120, -2.1476, 0.1005], [-6.6853, 0.1417, -1.7176], [0.8848, 2.0656, 1.9449]],
  "mulliken_charge": [-0.6134, -0.0572, -0.5690, -0.2715, 0.0738, 0.3357, -1.2763, -1.2467, 0.4076, 0.4689, 0.3136, 0.3454, 0.3494, 0.4505, 0.4190, 0.2954, 0.3362, 0.3251, 0.4193, 0.2999, 0.1942]
}

=====

In hartree, relative to the most stable structure: #P 0.0000; #Q 0.0364; #R 0.0284.